# 1
Entry from the OMol25 dataset: a structure of composition C45H46N5O5SiTi in a non-equilibrium geometry (wB97M-V/def2-TZVPD).

Geometry as ORCA input:
```
! RIJCOSX wB97M-V def2-TZVPD def2/J DEFGRID3
* xyz 0 2
C 2.6697 0.7772 -0.0476
C 1.5491 -2.9714 -6.6226
C -2.5877 -2.0429 -3.8794
C 1.3721 2.8815 0.2489
N -0.8227 3.2863 0.0405
H -3.2413 -5.7400 -3.0456
H 0.8074 0.3146 -2.6807
C 1.5443 -2.6924 0.9356
N -0.2782 0.0939 2.0441
C 5.0800 0.8825 -0.0939
C 2.8436 -2.4813 -6.5829
H 2.1408 -4.7135 0.5426
H 1.1824 -3.4614 -7.5152
N -1.9392 -0.9549 0.3539
C -2.1758 -1.2788 1.6329
C -0.5650 -3.6480 0.2161
C 3.3033 -1.8497 -5.4354
C 1.0148 -2.8609 -1.4559
C 3.8249 2.8750 0.3262
N 0.4926 -2.6796 -0.0913
C 1.8770 -4.1023 1.4100
C -1.1936 -0.7173 2.5974
Si 0.0701 -1.9416 -2.8247
C -1.9090 2.7048 -0.3770
H 2.0107 -2.4090 -1.4982
C 0.6584 -4.6979 2.1372
C -4.0534 -3.9460 -3.8958
H -0.2904 -3.2282 -5.5698
C 0.7218 0.3597 4.1886
H 2.4097 -2.1760 0.5304
C -3.9024 -2.1492 -0.2806
C -4.1248 -2.5313 1.0365
O -4.3449 1.6617 -1.5749
H -4.9544 -4.4743 1.2011
C -1.8496 -4.1113 -2.9517
C -4.2962 5.6213 -0.3640
C -1.2048 -1.0209 3.9502
H -0.7491 0.0852 6.7523
O 1.5540 0.0830 -0.1209
H 5.9628 2.8109 0.2878
H -2.4176 -1.0030 -4.1281
C -5.2700 -3.4387 1.3866
H 1.2170 -2.0917 1.7920
C -5.4185 3.7357 -1.3558
H -0.7722 -3.0681 2.2807
C 1.1543 -2.2049 -4.3541
C 2.4639 -1.7138 -4.3410
H 2.8381 -1.1997 -3.4617
C 0.6615 0.6157 2.8306
C -5.4228 5.0563 -0.9565
C -3.1373 3.5060 -0.5808
C -3.8081 -2.6156 -4.2054
H -1.5288 -3.2675 -0.1380
H 0.8132 -0.7395 6.6100
C 5.0450 2.2483 0.1913
H 1.3957 1.2452 2.3446
H -2.6119 -1.0357 -1.5835
C -4.2818 2.9485 -1.1684
H 0.5722 -5.7636 1.9125
O -5.6118 -3.2574 2.7468
O -1.9492 1.4412 -0.6665
C -0.2304 -0.4687 4.7689
H -1.9374 -1.6893 4.3724
H -6.1151 -3.2233 0.7244
H -1.4987 -4.6085 1.8895
H 0.7787 -4.6163 3.2190
C -0.1316 -0.1754 -2.3827
H -4.3015 6.6557 -0.0510
C -1.5859 -2.7694 -3.2278
H -4.5658 -2.0247 -4.7025
H 1.3997 3.9561 0.4180
C -3.2496 -2.0701 2.0106
C -2.8079 -1.3590 -0.5723
H 3.7779 3.9401 0.5169
C -3.1696 4.8449 -0.1846
H -0.9278 0.2754 -2.9871
H -3.4753 1.2659 -1.3412
H 6.0315 0.3834 -0.2233
C 3.9137 0.1536 -0.2174
C -0.6240 -3.9820 1.7000
H -6.3385 -3.8473 2.9646
H -6.3124 5.6542 -1.1077
C -0.2211 -0.7358 6.2486
C 0.7175 -2.8342 -5.5180
H -6.2838 3.2812 -1.8168
H 3.4927 -2.5861 -7.4431
H 1.1628 -3.9218 -1.7211
N 0.2160 2.3502 0.0388
H -0.9157 -2.1034 7.4523
H -4.5593 -2.4503 -1.0857
H -5.0028 -4.3980 -4.1504
H 4.3118 -1.4585 -5.3961
H 2.7543 -4.0908 2.0596
H 3.9384 -0.9044 -0.4449
H -0.3870 -4.5899 -0.3322
H -3.4260 -2.3194 3.0446
C 2.6247 2.1642 0.1984
O -0.8624 -1.9714 6.5018
H -2.2781 5.2585 0.2657
Ti -0.2855 0.3247 -0.2583
H -1.0903 -4.7196 -2.4774
H 1.5135 0.8027 4.7763
C -3.0670 -4.6960 -3.2750
*
```

The calculated total energy comes out at -3531.47929 Eh. For the HOMO-LUMO gap (alpha / beta), the calculation gives 5.8701 / 6.9184 eV. The energy above the lowest of the compared OMol25 structures with the same formula, charge and spin is 0.0 kJ/mol.


# 2
Entry from the OMol25 dataset: a structure of composition C21H72O18 in a non-equilibrium geometry (wB97M-V/def2-TZVPD).

Geometry as ORCA input:
```
! RIJCOSX wB97M-V def2-TZVPD def2/J DEFGRID3
* xyz 0 1
O 8.7354 4.7033 8.4018
C 4.7150 -0.4578 7.9570
H 7.3136 1.1774 8.7789
H 5.7800 1.7711 4.7270
H 1.1720 -0.6309 6.8779
H 7.1850 2.0276 5.2818
H 2.8583 3.5147 8.0058
H 9.0744 1.2176 6.4408
H 2.7421 4.1542 11.0784
H 9.8152 1.7733 9.1104
H 3.0369 5.7172 8.9683
H 3.9165 -0.1071 7.3032
H 6.7244 4.8120 8.8883
C 4.3863 2.7821 6.4525
H 4.9253 5.3528 10.4854
H 2.7304 -1.1954 7.7113
H 6.4722 0.1916 8.9482
O 3.3507 1.1326 4.7402
H 4.7389 4.8379 8.8509
C 2.9969 4.3770 10.0423
C 7.4125 5.3170 8.2103
H 5.1170 2.0872 6.0385
O 2.2964 4.3791 4.0886
H 5.1546 4.6513 5.0093
C 4.5008 4.5549 9.8762
H 7.8447 2.1859 10.8129
H 4.6417 1.3853 10.2494
C 4.8089 1.6697 9.2105
H 7.2989 0.7810 3.1372
C 0.5542 1.1916 8.9175
H 5.2679 -1.2671 7.4801
O 1.3912 3.1491 5.9911
H 2.2370 1.3676 6.7052
O 6.0775 0.3707 5.6376
C 2.4305 3.3789 8.9991
H 4.2104 4.8031 7.1947
H 3.9713 2.1894 7.2677
H 2.9153 6.2297 10.2939
H 6.8892 4.9552 7.3252
H 2.9203 1.5325 3.9845
H 5.7057 4.0773 7.6920
C 1.7347 -0.7612 7.8022
H -0.1120 1.0962 8.0600
H 1.5135 4.7421 3.6743
C 1.8660 0.6419 8.4480
H 1.1513 -1.4674 8.3931
O 6.8859 2.8442 7.7313
H 6.6107 3.3075 10.2128
C 7.3524 0.9521 5.3385
H 8.1831 7.3467 7.7920
H 8.9292 0.7337 3.8974
O 2.4964 1.6006 7.5997
H 1.4847 6.0868 5.2621
C 7.3748 6.8310 8.3105
O 1.5803 1.1506 5.8103
C 5.6333 0.6524 8.4268
O 6.0150 1.2817 7.2309
H 1.9666 3.9083 4.8540
H 2.5977 0.5530 9.2511
H 6.4314 2.1202 7.4435
H 7.4777 7.0924 9.3636
H 8.2861 3.7667 10.1203
H 2.5066 8.1705 6.9170
H 5.8058 0.6094 6.5268
H 1.3542 5.3610 7.6067
O 4.3708 5.1663 4.1891
H 0.9312 0.6145 5.3548
H 2.3987 0.9863 5.3418
H 5.4249 1.1226 3.4059
C 7.8900 0.4145 3.9765
H 6.2579 7.3337 6.8637
H 2.3103 3.2780 6.2252
C 5.0198 4.1601 6.8489
C 2.2372 6.4791 5.9461
H 4.5352 4.6665 3.3894
O 3.4371 2.9390 5.3725
H 9.3368 5.1958 7.8384
C 7.6118 2.9144 10.0363
H 9.5385 2.9855 7.8604
C 8.2059 0.5719 6.5714
H 0.1100 0.6265 9.7369
H 8.5563 -0.4551 6.4688
O 2.0478 7.8948 6.1201
O 5.7629 4.6788 5.7515
C 2.3452 5.5430 7.1910
H 4.0464 0.5941 4.3629
H 3.1443 6.3649 5.3526
H 3.4520 4.9940 4.3951
H 7.3145 3.6727 7.5041
H 2.7307 2.3710 9.2857
H 1.3026 2.2026 5.8789
H 5.2868 2.6434 9.1027
H 2.6999 4.5418 6.9463
O 6.1738 7.3828 7.8188
C 7.7047 2.1928 8.7154
H 0.4734 2.2518 9.1575
C 9.1731 2.0449 8.2725
O 5.5043 1.9753 3.8334
H 7.7250 0.8028 7.5219
H 9.3478 1.2002 7.6061
H 4.9548 3.6418 10.2614
H 7.9692 -0.6690 4.0654
H 4.2922 -0.8743 8.8712
H 7.5222 6.4808 5.7019
H 3.3971 2.0952 4.9165
H 6.3169 5.5852 5.8949
O 3.2518 6.0855 8.1082
O 6.5816 6.5050 5.8777
H 3.8232 1.7210 8.7481
O 2.4843 5.5733 9.7416
H 1.3417 3.3325 8.9790
*
```

The calculated total energy comes out at -2195.99375 Eh. For the HOMO-LUMO gap, the calculation gives 7.4911 eV. The energy above the lowest of the compared OMol25 structures with the same formula, charge and spin is 4183.9 kJ/mol.


# 3
Entry from the OMol25 dataset: a cluster of 6 separate species, C43H75BrNO17 in total (wB97M-V/def2-TZVPD).

Geometry as ORCA input:
```
! RIJCOSX wB97M-V def2-TZVPD def2/J DEFGRID3
* xyz 0 2
H 10.7580 -3.5368 0.6041
H -4.2975 -2.3453 3.4987
H -3.3447 -4.5799 2.1591
H 2.7570 0.6398 -6.0145
O 4.3507 -1.8404 5.2635
H -2.6094 -2.3100 3.9847
H 0.4927 1.6454 2.6436
H -3.3657 -0.8595 3.2852
H 6.2240 -0.8213 -0.4533
H 0.2171 2.7831 -6.6976
H 0.3173 5.2193 3.2147
H -0.3692 -1.5265 -0.8821
C -1.6710 -1.6646 1.3329
C -1.2977 -1.8927 -3.3938
H 2.5217 0.2627 2.5142
C 3.2843 1.0192 0.6634
C 7.7351 -1.0799 1.0533
C 5.1340 -3.0347 5.3795
C 2.1144 0.7015 -3.3469
O -3.9621 -3.3180 -0.0208
H -3.5644 0.2862 -0.8556
C -3.3132 -1.9435 3.2404
H 6.1188 -5.4338 3.6133
H -1.2074 -1.1982 2.2067
H 6.0212 -2.2783 0.5072
H -6.2127 -2.0465 -0.5404
H -4.8894 -0.0153 2.3665
C 5.2280 -0.4902 1.4347
H 0.6869 -0.4391 0.9954
H 7.8319 -2.8406 2.3028
H -0.9264 -0.0239 -1.5663
H -4.8600 -1.6113 -1.6183
H 3.3543 2.3010 -5.7512
H 8.2872 -3.1245 0.6175
H 4.3567 -1.1357 1.5650
H -5.4921 -4.5059 2.6689
C -2.9753 5.3039 -9.2108
H -2.3071 6.5094 -7.5495
H -3.5130 0.7519 0.8146
O -2.5158 5.4573 1.6867
H 2.9357 0.1232 0.1444
H -6.7222 -5.7509 2.8990
H 4.6923 -3.6663 6.1543
H -6.7951 -2.8061 3.5964
H -6.9647 -4.1112 5.6402
C 0.1751 5.3839 -7.5645
O 0.9721 1.0370 -3.9830
C -5.4300 -1.3164 -0.7441
H -2.6544 5.1718 -10.2445
C 0.3644 0.5818 0.7649
C 2.5062 1.2074 1.9669
C -0.8167 6.7025 -9.0903
C -1.8823 5.9126 -8.3602
C -9.4699 -3.1829 3.9799
H -1.8055 -4.0235 2.8838
C 10.6272 -2.4675 0.8034
O 9.7078 -2.2576 1.8501
C 0.3194 1.8195 -6.2086
H 0.1610 4.9543 1.4589
H -0.9358 -2.3735 0.9530
H -0.6801 8.1989 2.0704
H -3.8587 5.9400 -9.2088
C 2.7233 1.5104 -5.3552
H -7.9866 -5.3331 4.8371
C 4.9816 -3.6498 4.0046
H -2.3956 -2.6849 -1.7247
C -1.9166 -0.5478 0.2767
C 1.3014 1.9395 -5.0691
N -4.0145 -2.4318 0.8988
C -5.4506 -0.5182 1.5835
H -1.5114 0.9748 1.7611
H -1.8363 -1.5639 -4.2783
C 5.1109 -5.1546 3.9178
H -0.6558 1.5044 -5.8392
H 6.1567 -2.7824 5.6467
H 11.5792 -2.0308 1.0979
C 3.3959 -2.0662 4.3300
C -2.4753 -3.9376 2.0271
O 0.3183 6.5523 -8.2250
H -5.9151 -0.3621 -0.9614
H 8.3635 -0.6442 0.2714
H 5.2932 1.0398 -0.0949
O -1.0677 4.8883 -7.7424
C -7.7143 -4.2754 4.8705
C -6.5600 -4.7108 2.6125
O 3.6455 -3.2191 3.6703
C -2.1115 -1.7018 -2.1003
C -2.4001 4.1557 2.0423
H 3.0850 1.8479 -0.0262
H -6.8693 -4.5934 1.5755
H -0.3420 -1.3738 -3.3470
H 1.0026 2.5594 1.2202
O -8.6296 -3.4590 2.9562
H 1.2891 2.9520 -4.6590
C -1.0464 7.3893 1.4409
O 2.4817 -1.3438 4.1077
H -1.7524 6.5015 3.2774
C -1.1577 0.7109 0.7590
H -6.0374 -1.3148 2.0441
H 4.9012 -5.6329 4.8753
H -0.2682 7.1438 0.7173
O -8.8907 -3.5121 5.1623
C -3.3955 -0.1074 0.1490
H 0.7271 0.7797 -0.2472
H 5.6708 -0.3281 2.4221
O 1.0256 4.8626 -6.9162
O 3.1904 1.1104 -4.0572
O 2.1649 0.1250 -2.3089
Br -0.8275 -3.7608 -3.7184
H -1.9158 7.7482 0.8930
C -1.4228 6.1895 2.2830
H 4.4101 -5.5474 3.1834
H 2.9860 1.9875 2.5653
O -10.5559 -2.7212 3.8664
C -0.3853 5.0928 2.3953
C 6.2791 -1.2160 0.5611
C -1.2730 -0.9434 -1.0789
O -3.2317 3.3264 1.8720
C -4.5390 -1.1039 0.4865
H 7.8035 -0.4043 1.9095
H -1.9362 -4.2951 1.1519
H -0.5739 6.2549 -10.0567
C 4.7963 0.8818 0.8646
H -3.0105 -1.1464 -2.3631
H 5.6542 -3.1609 3.2974
H -3.2558 4.3287 -8.8173
H -6.1348 0.2050 1.1418
C -7.3260 -3.7578 3.5023
C 8.3573 -2.4102 1.4467
C 1.0469 1.5749 1.7039
H -1.0480 7.7561 -9.2188
H -1.4570 1.5375 0.1023
H 10.3039 -1.9775 -0.1221
H 0.6479 1.0885 -6.9501
C -2.8827 -2.4658 1.8599
O -1.1965 3.9360 2.6218
H 5.1369 1.6741 1.5377
*
```

The calculated total energy comes out at -5591.30177 Eh. For the HOMO-LUMO gap (alpha / beta), the calculation gives 8.0698 / 9.4150 eV.


# 4
Entry from the OMol25 dataset: a structure of composition C51H50CrN6O5PS4Si in a non-equilibrium geometry (wB97M-V/def2-TZVPD).

Geometry as ORCA input:
```
! RIJCOSX wB97M-V def2-TZVPD def2/J DEFGRID3
* xyz -1 5
C -1.6414 -5.4419 2.4827
C -2.0615 -4.3118 -2.6738
C 0.7845 0.5169 5.1065
C -3.6268 -1.9218 -0.8759
N -5.4080 2.1898 1.2295
H -6.0657 -1.2807 -3.1458
N 0.6313 -1.3711 1.0954
H 3.8922 -0.0822 -4.4544
Cr 0.0105 -0.3169 -0.5272
H 1.0829 -2.6913 2.5196
C -0.7188 -2.4353 -3.3206
H 3.2192 -4.3033 -4.3613
H -1.6886 0.9032 1.3619
C -2.1666 4.5987 0.4420
H -2.4785 3.0965 -2.3915
H 2.9845 -4.2183 -2.2949
H 1.4599 0.2254 1.4601
H -2.6731 4.9974 -0.4244
H -0.9373 3.8996 -2.7336
H -2.9017 0.1219 -3.9019
C 5.8739 -1.0118 -2.3030
C -5.6058 -1.4496 -2.1802
H 3.0982 -4.3498 -6.7998
C -1.6598 3.1714 -3.1110
C 3.6413 -2.1708 -2.6960
H 3.7304 -0.1172 -6.9085
H -0.3198 -1.4520 -3.1067
C 4.1679 3.8846 1.0098
C 2.0408 4.5647 1.6089
H -0.6563 3.2865 -0.5393
H 0.3901 -0.1975 3.0475
C -2.6696 -4.4120 0.5851
H -2.1124 -0.0543 2.6321
Si -0.8584 1.4925 -3.4262
H 0.2109 -2.5540 -5.2479
C -0.6168 3.3079 1.5919
H 7.7936 -0.1305 -1.9722
N -2.4108 0.2746 1.7241
C -0.4282 -3.0543 -4.5295
H -3.4224 -6.1789 1.5329
H -0.7186 -4.7968 -5.7468
C 7.8247 -2.2430 -1.6030
C 2.8293 -0.9538 -2.1189
C -1.0771 3.6884 0.3713
H 5.2071 3.8880 0.7229
S -1.5365 4.0528 2.8493
S 1.1183 2.9757 4.5409
C -1.5215 -3.0638 -2.3729
C -5.7579 -1.5871 0.2077
C -2.5263 4.8809 1.7213
C -4.3004 1.4631 0.8490
C 0.3913 -2.4535 1.7144
H 5.1542 -4.2888 -1.8902
C 0.5914 2.3876 1.7834
C 3.2720 -3.4083 -6.2930
C -4.3987 -1.8457 0.2802
H -1.6226 -0.2568 -5.0576
C 3.3468 -3.3782 -4.9086
H -6.0183 2.4074 0.4601
H -1.6016 -6.2206 3.2336
C -1.6983 -3.4146 0.5258
C 3.7185 -1.0161 -4.9696
H 0.0976 -4.4425 3.2127
N 1.7171 -1.4074 -1.4953
C 5.7263 -3.3706 -1.9221
C 7.2180 -1.0479 -1.9616
N 2.8886 -3.2404 -2.0997
H 0.7307 -0.4187 5.6456
S 3.2860 2.4186 1.0322
C -0.9485 -4.3077 -4.8077
C -4.2467 -1.7166 -2.1066
H -5.8711 1.9018 2.0782
H -3.4893 -4.3866 -0.1198
C -0.6867 -4.4423 2.4656
O 1.7473 -0.7404 1.5956
H -2.5541 1.2326 -5.2337
H 3.7348 5.9710 1.3442
C 3.6311 -1.0423 -6.3544
H -7.4296 -1.1815 -1.0792
C 3.3822 4.9492 1.3284
H 7.5297 -4.3484 -1.3076
C -1.7737 -4.9317 -3.8796
H -2.0665 3.5646 -4.0476
N -3.6237 0.9650 1.9223
H -2.1961 -5.9058 -4.0949
H 1.2246 2.6703 -4.1396
H -3.6619 -1.7516 -3.0172
C -6.3677 -1.3878 -1.0232
H -3.6499 1.5588 2.7408
C -2.6493 -5.4208 1.5348
S -3.8718 1.2488 -0.7222
H 5.3998 -0.0777 -2.5678
H 1.2948 0.9552 -4.4974
P -1.8058 -2.1407 -0.8057
H 8.8730 -2.2664 -1.3327
H 1.2518 5.2578 1.8675
C 1.7593 -2.7811 -1.4652
C 0.5875 0.6376 3.7025
C 1.8443 3.2214 1.4980
H -6.3402 -1.5312 1.1200
C 0.6409 1.8236 -4.5084
C 0.7016 1.9151 3.2440
C 3.5576 -2.1820 -4.2289
C -0.6934 -3.4218 1.5084
C 1.0681 1.7108 5.6922
H 0.3479 2.0298 -5.5432
H -3.9302 -1.9697 1.2477
C 7.0720 -3.4073 -1.5870
O 0.5348 1.3220 0.9187
O 3.1944 0.2017 -2.2331
C 3.4051 -2.2358 -7.0231
C -2.0989 0.5560 -4.5044
O -0.4984 0.6880 -2.0916
H -2.7094 -4.8192 -1.9725
C 5.1099 -2.1757 -2.2792
H 1.2669 1.9163 6.7317
H 3.3306 -2.2531 -8.1033
H -3.3306 5.5089 2.0691
O 0.9319 -3.5297 -0.9594
*
```

The calculated total energy comes out at -5946.45675 Eh. For the HOMO-LUMO gap (alpha / beta), the calculation gives 6.6687 / 7.7678 eV.